# 1
A molecular structure, C23H35Br5N2O5SiZr in a non-equilibrium geometry, computed with ωB97M-V/def2-TZVPD.

Calculated values
Charge = 0
Multiplicity = 1
Frontier orbital gap = 8.30 eV
Energy = -14589.89587 a.u.
ΔE to the lowest compared entry with this formula, charge and spin = 17.4 kJ/mol

Positions of all 72 atoms, in Å:
Zr -0.9486 1.7210 0.0934
Br -4.9910 7.0329 0.0587
C -3.4698 5.9434 0.2437
C -2.1891 6.4748 0.0574
Br -1.9665 8.2901 -0.3867
C -1.0745 5.6543 0.2001
Br 0.6847 6.2907 -0.0544
C -1.2242 4.3205 0.5463
O -0.1588 3.4799 0.6809
C -2.5091 3.7815 0.7238
O -2.5950 2.4555 0.9942
C -3.6215 4.5997 0.5669
Br -5.2985 3.7878 0.8084
Br -1.8972 2.0209 -2.2869
C -0.5878 -1.7488 -2.6489
C -1.4140 -2.5368 -1.6128
C -2.8784 -2.1298 -1.8557
C -1.2760 -4.0311 -1.9423
Si -0.9030 -2.1604 0.1770
C -2.2274 -2.5486 1.4811
C -3.4012 -1.5502 1.4014
C -2.7968 -3.9611 1.2595
C -1.7093 -2.4790 2.9265
C 0.8435 -2.7408 0.6409
C 1.8428 -2.5845 -0.5156
C 0.8117 -4.2330 1.0183
C 1.4553 -1.9546 1.8143
H -1.0220 -1.9464 -3.6340
H 0.4540 -2.0467 -2.6927
H -0.6318 -0.6691 -2.5035
H -3.1000 -2.2810 -2.9160
H -3.0631 -1.0771 -1.6350
H -3.5917 -2.7272 -1.2914
H -1.6383 -4.1889 -2.9625
H -1.8571 -4.6830 -1.2890
H -0.2427 -4.3745 -1.9185
H -3.9705 -1.6347 0.4786
H -3.0846 -0.5123 1.5167
H -4.0877 -1.7646 2.2256
H -3.2950 -4.0660 0.2968
H -3.5508 -4.1537 2.0294
H -2.0517 -4.7536 1.3380
H -1.3523 -1.4848 3.1868
H -0.9181 -3.1945 3.1444
H -2.5454 -2.7158 3.5907
H 1.6374 -3.2379 -1.3609
H 2.8385 -2.8491 -0.1432
H 1.8889 -1.5597 -0.8881
H 0.4020 -4.8726 0.2357
H 0.2529 -4.4329 1.9304
H 1.8403 -4.5660 1.1915
H 1.6394 -0.9151 1.5419
H 2.4172 -2.4179 2.0596
H 0.8522 -1.9488 2.7161
O -0.8547 -0.3973 0.0968
O -0.5663 0.2410 1.3971
N 1.2285 1.5063 -0.8612
C 2.3322 1.8525 -0.8304
N 3.5522 2.3114 -0.8233
C 3.8053 3.6508 -1.3847
C 4.9106 4.2889 -0.5682
O 6.0503 3.4478 -0.5162
C 5.7559 2.2312 0.1430
C 4.7159 1.4413 -0.6291
H 2.8808 4.2253 -1.3222
H 4.0976 3.5532 -2.4339
H 4.5554 4.5006 0.4476
H 5.2242 5.2245 -1.0309
H 5.3956 2.4367 1.1596
H 6.6880 1.6704 0.2088
H 4.3984 0.5522 -0.0842
H 5.1104 1.1427 -1.6058

=====

# 2
2 unconnected molecules or ions with the total composition C4H12NOS, computed with ωB97M-V/def2-TZVPD.

Calculated values
Charge = -1
Multiplicity = 1
Frontier orbital gap = 5.94 eV
Energy = -687.80893 a.u.
ΔE to the lowest compared entry with this formula, charge and spin = 50.2 kJ/mol

Positions of all 19 atoms, in Å:
C 0.0416 1.4115 0.7124
N 0.5385 0.4406 -0.2915
C -0.4746 -0.0249 -1.2718
C 0.0282 -1.2407 -2.0191
S -1.2890 -2.1119 -2.9276
C 0.7561 1.2165 2.0380
H -1.0332 1.2350 0.8009
H 0.1328 2.4466 0.3835
H 1.2484 0.9323 -0.8242
H -1.3599 -0.2788 -0.7347
H -0.7697 0.7616 -1.9827
H 0.8538 -0.9682 -2.6882
H 0.4845 -1.9151 -1.2847
H 1.8278 1.2159 1.8615
H 0.4445 0.3096 2.5322
H 0.4905 2.0546 2.6967
H -0.2931 -1.1250 1.0828
H -0.8788 -2.4210 0.5425
O -0.7483 -1.9385 1.3739

=====

# 3
C5H7NO in the gas phase, computed with ωB97M-V/def2-TZVPD.

Calculated values
Charge = 0
Multiplicity = 1
Frontier orbital gap (spin up / spin down) = 7.50 / 7.98 eV
Energy = -324.50239 a.u.
ΔE to the lowest compared entry with this formula, charge and spin = 583.1 kJ/mol

Positions of all 14 atoms, in Å:
C -0.4554 2.2947 0.8393
N -0.0404 1.5217 -0.1479
C -0.3180 0.1960 -0.2594
C 0.2779 -0.8791 0.6550
C -0.3302 -1.9322 -0.2872
C 0.3872 -0.8415 -1.1208
O 1.5194 -0.9111 -0.1631
H -0.1170 3.3160 0.9209
H -1.1564 1.8617 1.5379
H 0.4488 1.9994 -0.9074
H 0.4170 -0.8869 1.7398
H -1.4229 -1.9741 -0.3414
H 0.1638 -2.9080 -0.2775
H 0.6263 -0.8566 -2.1883

=====

# 4
CH3N3S2 in the gas phase in a non-equilibrium geometry, computed with ωB97M-V/def2-TZVPD.

Calculated values
Charge = 0
Structure (SMILES) = N/[N+]([S-])=N\C=S
Multiplicity = 1
Frontier orbital gap = 7.11 eV
Energy = -1000.40718 a.u.
ΔE to the lowest compared entry with this formula, charge and spin = 192.8 kJ/mol

Positions of all 9 atoms, in Å:
N -0.4346 -1.3213 -0.0948
N -0.9522 -0.0666 0.1179
S -2.5205 0.0418 -0.1852
N -0.2233 1.0066 0.4423
C 1.0917 1.1973 0.3439
S 2.0273 0.1451 -0.4087
H -1.0287 -1.9766 -0.5700
H 0.5536 -1.1291 -0.5283
H 1.4866 2.1027 0.8830

=====

# 5
A molecular structure, C4H10LaO2 in a non-equilibrium geometry, computed with ωB97M-V/def2-TZVPD.

Calculated values
Charge = +1
Multiplicity = 1
Frontier orbital gap (spin up / spin down) = 5.57 / 5.59 eV
Energy = -340.04631 a.u.
ΔE to the lowest compared entry with this formula, charge and spin = 0.0 kJ/mol

Positions of all 17 atoms, in Å:
O 2.3707 -0.1244 -0.5322
C 1.5685 -1.3006 -0.3563
C 2.2015 -0.6976 0.8065
O 1.4541 0.0502 1.6507
C 2.1887 0.8642 2.5528
La 1.5555 2.2108 -1.8911
H 1.9880 -2.2035 -0.8043
H 0.4512 -1.2138 -0.3904
H 3.1446 -1.0903 1.2019
H 0.1186 -2.7583 2.1429
H 1.4696 1.2801 3.2665
H 2.9389 0.2701 3.0956
H 2.6878 1.6830 2.0116
C -0.8974 -3.1920 2.3626
H -0.8961 -4.2697 2.1539
H -1.1003 -3.0505 3.4317
H -1.7074 -2.7246 1.7900

=====

# 6
C5H4O2 in the gas phase in a non-equilibrium geometry, computed with ωB97M-V/def2-TZVPD.

Calculated values
Charge = 0
Structure (SMILES) = C#COC(=O)C=C
Multiplicity = 1
Frontier orbital gap = 10.54 eV
Energy = -343.20494 a.u.
ΔE to the lowest compared entry with this formula, charge and spin = 492.1 kJ/mol

Positions of all 11 atoms, in Å:
C 2.9657 -1.6249 -0.6739
C 2.0140 -0.8790 -0.6819
O 0.4786 -0.4071 -0.7083
C 0.3053 0.4524 0.2309
O 0.7935 0.8511 1.2372
C -1.3357 0.7091 -0.2504
C -2.2965 0.6439 0.6570
H 3.8972 -2.1416 -0.6566
H -1.4394 1.0229 -1.2798
H -2.1076 0.3000 1.6699
H -3.2751 1.0731 0.4559

=====

# 7
3 unconnected molecules or ions with the total composition C4H12O2 in a non-equilibrium geometry, computed with ωB97M-V/def2-TZVPD.

Calculated values
Charge = 0
Structure (SMILES) = C=C(C)C.O.O
Multiplicity = 1
Frontier orbital gap = 9.80 eV
Energy = -310.03558 a.u.
ΔE to the lowest compared entry with this formula, charge and spin = 98.0 kJ/mol

Positions of all 18 atoms, in Å:
C -0.1078 0.3534 0.1642
C 0.0780 1.2022 -0.8432
C 0.2110 0.7404 -2.2597
C -0.1395 2.6803 -0.6082
H 0.1120 0.6002 1.1960
H -0.2167 -0.6991 -0.0661
H -0.6777 0.3896 -2.7712
H 0.9163 -0.0669 -2.4148
H 0.5524 1.5955 -2.8604
H 0.1186 2.9585 0.4012
H -1.1671 2.9861 -0.8025
H 0.4669 3.2567 -1.3258
O -4.4286 -2.3454 1.4381
H -3.9316 -2.1591 2.2378
H -4.9512 -3.1386 1.5798
O 4.7608 -2.7258 2.3510
H 4.2905 -2.9216 1.5248
H 4.1138 -2.7065 3.0589

=====

# 8
A gas-phase ion, C2H3OS3 (charge -1) in a non-equilibrium geometry, computed with ωB97M-V/def2-TZVPD.

Calculated values
Charge = -1
Structure (SMILES) = [O-]C(=S)C(S)S
Multiplicity = 1
Frontier orbital gap = 7.33 eV
Energy = -1347.83630 a.u.
ΔE to the lowest compared entry with this formula, charge and spin = 62.0 kJ/mol

Positions of all 9 atoms, in Å:
O -0.4692 1.8208 0.6337
C -0.7438 0.7495 0.0529
S -2.2192 0.1580 -0.2833
C 0.4595 -0.2826 -0.2123
S 0.3667 -2.1253 0.3374
S 2.0332 0.6742 0.0359
H 0.2951 -0.5437 -1.4891
H -0.9724 -2.1007 0.2194
H 1.2500 1.6498 0.7056